Entry 1:
C3H2N4O in the gas phase at a distorted geometry, computed with ωB97M-V/def2-TZVPD.

Geometry as ORCA input:
```
! RIJCOSX wB97M-V def2-TZVPD def2/J DEFGRID3
* xyz 0 1
O 0.942 -1.930 0.887
C 0.355 -0.975 0.364
C 0.711 -0.599 -1.052
N 0.638 0.649 -1.376
N 0.649 1.682 -0.330
N -0.212 1.583 0.560
C -1.111 0.512 0.764
N -0.915 -0.653 0.956
H 1.103 -1.224 -1.862
H -2.161 0.954 1.089
*
```

Total energy (eV): -11146.3405
SMILES: O=c1cnnncn1
ΔE to the lowest compared entry with this formula, charge and spin (kJ/mol): 282.9
HOMO (Ha): -0.3771

***

Entry 2:
C3H2N4O in the gas phase at a distorted geometry, computed with ωB97M-V/def2-TZVPD.

Geometry as ORCA input:
```
! RIJCOSX wB97M-V def2-TZVPD def2/J DEFGRID3
* xyz 0 1
O -2.120 -0.711 0.651
C -1.250 -0.301 -0.069
C -0.675 0.991 -0.392
N 0.642 1.010 -0.363
C 1.357 0.147 0.396
N 1.212 -1.080 0.579
N 0.732 -1.551 -0.551
N -0.422 -1.179 -0.934
H -1.169 1.909 -0.570
H 1.693 0.766 1.254
*
```

Total energy (eV): -11146.0257
SMILES: O=c1cncnnn1
ΔE to the lowest compared entry with this formula, charge and spin (kJ/mol): 313.2
HOMO (Ha): -0.3715

***

Entry 3:
C3H2N4O in the gas phase at a distorted geometry, computed with ωB97M-V/def2-TZVPD.

Geometry as ORCA input:
```
! RIJCOSX wB97M-V def2-TZVPD def2/J DEFGRID3
* xyz 0 1
O 1.210 -0.523 1.905
C 0.551 -0.577 0.903
C 1.037 -0.582 -0.516
N 0.817 0.335 -1.402
N 0.225 1.447 -0.959
N -0.697 1.478 -0.104
C -1.416 0.275 0.199
N -0.934 -0.680 0.835
H 1.722 -1.418 -0.803
H -2.515 0.244 -0.057
*
```

Total energy (eV): -11147.0996
SMILES: O=c1cnnncn1
ΔE to the lowest compared entry with this formula, charge and spin (kJ/mol): 209.6
HOMO (Ha): -0.3679

***

Entry 4:
C3H2N6 in the gas phase at a distorted geometry, computed with ωB97M-V/def2-TZVPD.

Geometry as ORCA input:
```
! RIJCOSX wB97M-V def2-TZVPD def2/J DEFGRID3
* xyz 0 1
C -0.586 -0.665 1.493
C -0.609 -1.016 0.145
N -0.068 -0.182 -0.718
N -0.076 -0.114 -2.085
N 0.680 0.941 -2.338
N 1.221 1.502 -1.278
C 0.696 0.902 -0.239
N 0.812 1.181 1.043
N 0.173 0.466 1.885
H -1.012 -1.188 2.280
H -1.230 -1.826 -0.188
*
```

Total energy (eV): -12080.3975
SMILES: c1cn2nnnc2nn1
ΔE to the lowest compared entry with this formula, charge and spin (kJ/mol): 0.0
HOMO (Ha): -0.3792

***

Entry 5:
A gas-phase ion, C3H2NO2S (charge -1) at a distorted geometry, computed with ωB97M-V/def2-TZVPD.

Geometry as ORCA input:
```
! RIJCOSX wB97M-V def2-TZVPD def2/J DEFGRID3
* xyz -1 1
O -1.228 1.690 -0.594
C -0.514 0.810 -0.125
C 0.035 -0.307 -0.985
C 0.909 -1.184 -0.561
S 1.715 -2.532 -0.339
N -0.107 0.857 1.142
O 0.534 -0.215 1.643
H -0.490 -0.275 -1.877
H -0.855 1.158 1.696
*
```

Total energy (eV): -19561.8669
SMILES: O=C(C=C=S)N[O-]
ΔE to the lowest compared entry with this formula, charge and spin (kJ/mol): 322.2
HOMO (Ha): -0.1077

***

Entry 6:
2 unconnected molecules or ions with the total composition C3H2NO2S at a distorted geometry, computed with ωB97M-V/def2-TZVPD.

Geometry as ORCA input:
```
! RIJCOSX wB97M-V def2-TZVPD def2/J DEFGRID3
* xyz -1 1
C 0.693 -1.571 -0.913
C -1.341 -0.195 -0.643
C -0.313 -0.893 -0.490
N 1.639 -2.212 -1.138
O 0.036 1.654 2.252
O 1.871 1.993 0.549
S 1.213 1.027 1.538
H -1.582 0.446 0.199
H -2.217 -0.250 -1.354
*
```

Total energy (eV): -19561.4929
ΔE to the lowest compared entry with this formula, charge and spin (kJ/mol): 358.3
HOMO (spin up / spin down) (Ha): -0.1016 / -0.1023

***

Entry 7:
A gas-phase ion, C3H2NO3 (charge -1) at a distorted geometry, computed with ωB97M-V/def2-TZVPD.

Geometry as ORCA input:
```
! RIJCOSX wB97M-V def2-TZVPD def2/J DEFGRID3
* xyz -1 1
O -1.305 -0.435 -1.195
C -1.349 0.101 -0.086
O -2.297 0.458 0.632
C 0.131 0.056 0.656
N 0.949 -0.757 -0.394
C 1.270 0.560 -0.097
O 2.144 1.416 -0.093
H 0.153 -0.366 1.707
H 0.305 -1.033 -1.131
*
```

Total energy (eV): -10776.0912
SMILES: O=C([O-])[C@H]1NC1=O
ΔE to the lowest compared entry with this formula, charge and spin (kJ/mol): 161.9
HOMO (Ha): -0.1715

***

Entry 8:
2 unconnected molecules or ions with the total composition C3H2NO3 at a distorted geometry, computed with ωB97M-V/def2-TZVPD.

Geometry as ORCA input:
```
! RIJCOSX wB97M-V def2-TZVPD def2/J DEFGRID3
* xyz -1 1
C -0.098 -0.874 0.321
C 1.074 0.377 -0.945
C -0.716 0.474 0.436
N 0.910 -0.896 -0.466
O -0.764 -2.460 1.250
O 1.910 0.776 -1.712
O 0.106 1.238 -0.427
H -1.754 0.494 0.087
H -0.668 0.871 1.456
*
```

Total energy (eV): -10773.5608
ΔE to the lowest compared entry with this formula, charge and spin (kJ/mol): 406.1
HOMO (Ha): -0.1458

***

Entry 9:
2 unconnected molecules or ions with the total composition C3H2NO3S at a distorted geometry, computed with ωB97M-V/def2-TZVPD.

Geometry as ORCA input:
```
! RIJCOSX wB97M-V def2-TZVPD def2/J DEFGRID3
* xyz -1 1
C -2.227 -0.487 0.537
C 2.098 -0.125 0.280
C 0.802 0.481 0.123
N -2.623 0.016 1.501
O 2.728 -1.112 0.086
O 2.011 1.127 0.678
O -1.508 0.013 -1.906
S -1.822 -1.209 -1.015
H 0.695 0.869 -0.875
H -0.154 0.426 0.591
*
```

Total energy (eV): -21609.7610
ΔE to the lowest compared entry with this formula, charge and spin (kJ/mol): 297.4
HOMO (Ha): -0.1137

***

Entry 10:
A gas-phase ion, C3H2NO5S (charge -1) at a distorted geometry, computed with ωB97M-V/def2-TZVPD.

Geometry as ORCA input:
```
! RIJCOSX wB97M-V def2-TZVPD def2/J DEFGRID3
* xyz -1 1
O -3.373 -0.383 -0.405
C -2.298 -0.171 -0.849
N -1.360 -0.071 -1.561
C 0.001 0.411 -1.021
O 0.303 -0.386 0.003
C -0.641 -0.215 1.055
S -0.364 1.523 1.208
O -1.475 2.379 1.481
O 0.904 1.985 1.676
O -0.220 1.662 -0.561
H 0.507 0.106 -1.953
H -0.190 -0.564 1.973
*
```

Total energy (eV): -25704.6930
SMILES: O=C=N[C@@H]1OC=[S@@](=O)([O-])O1
ΔE to the lowest compared entry with this formula, charge and spin (kJ/mol): 313.4
HOMO (Ha): -0.1476

***

Entry 11:
2 unconnected molecules or ions with the total composition C3H2NOPS at a distorted geometry, computed with ωB97M-V/def2-TZVPD.

Geometry as ORCA input:
```
! RIJCOSX wB97M-V def2-TZVPD def2/J DEFGRID3
* xyz 0 1
C -1.240 2.499 -1.101
C -0.512 0.756 0.544
C -1.226 1.477 -0.132
N -1.177 3.114 -2.076
O 0.533 -1.095 2.090
P 0.918 -0.109 0.835
S 1.018 -2.305 -1.805
H 0.428 -2.594 -0.432
H 1.258 -1.745 2.077
*
```

Total energy (eV): -26799.8131
ΔE to the lowest compared entry with this formula, charge and spin (kJ/mol): 305.2
HOMO (spin up / spin down) (Ha): -0.3691 / -0.3139

***

Entry 12:
C3H2NP in the gas phase at a distorted geometry, computed with ωB97M-V/def2-TZVPD.

Geometry as ORCA input:
```
! RIJCOSX wB97M-V def2-TZVPD def2/J DEFGRID3
* xyz 0 1
N -2.468 1.449 0.042
C -1.692 0.602 -0.054
C -0.634 -0.254 -0.057
P 0.232 -1.689 -0.022
C 1.264 -0.300 0.025
H 1.943 -0.139 -0.838
H 1.355 0.332 0.904
*
```

Total energy (eV): -13918.0420
SMILES: N#CC1=PC1
ΔE to the lowest compared entry with this formula, charge and spin (kJ/mol): 129.9
HOMO (spin up / spin down) (Ha): -0.3358 / -0.3358

***

Entry 13:
A molecular structure, C3H2NS2 at a distorted geometry, computed with ωB97M-V/def2-TZVPD.

Geometry as ORCA input:
```
! RIJCOSX wB97M-V def2-TZVPD def2/J DEFGRID3
* xyz -1 1
C 0.190 -1.102 -0.095
C 0.317 1.145 0.245
C 0.982 -1.420 1.030
N -0.138 0.151 -0.325
S 1.308 -3.030 1.365
S 1.546 -0.088 1.960
H -0.136 -1.865 -0.782
H -0.068 2.067 0.602
*
```

Total energy (eV): -26303.4142
ΔE to the lowest compared entry with this formula, charge and spin (kJ/mol): 178.4
HOMO (Ha): -0.1093

***

Entry 14:
A molecular structure, C3H2NdO3 at a distorted geometry, computed with ωB97M-V/def2-TZVPD.

Geometry as ORCA input:
```
! RIJCOSX wB97M-V def2-TZVPD def2/J DEFGRID3
* xyz 1 4
O -0.967 0.213 0.760
C -0.360 -1.675 -0.097
C 1.074 -1.651 -0.287
O 1.672 -0.494 -0.129
Nd 1.002 1.410 0.606
H -0.812 -2.666 -0.198
C -1.330 -0.649 -0.157
O -1.786 -0.207 -1.354
H -2.435 0.496 -1.233
*
```

Total energy (eV): -24550.0085
⟨S²⟩: 3.884
HOMO (spin up / spin down) (Ha): -0.3980 / -0.3899

***

Entry 15:
C3H2O in the gas phase at a distorted geometry, computed with ωB97M-V/def2-TZVPD.

Geometry as ORCA input:
```
! RIJCOSX wB97M-V def2-TZVPD def2/J DEFGRID3
* xyz 0 1
C -0.469 1.191 -0.399
C 0.446 0.432 -0.661
C 0.481 -0.811 0.156
O -0.303 -1.710 0.022
H -1.369 1.666 -0.093
H 1.214 -0.767 0.976
*
```

Total energy (eV): -5187.1311
SMILES: C#CC=O
ΔE to the lowest compared entry with this formula, charge and spin (kJ/mol): 102.3
HOMO (Ha): -0.3849

***

Entry 16:
C3H2O in the gas phase at a distorted geometry, computed with ωB97M-V/def2-TZVPD.

Geometry as ORCA input:
```
! RIJCOSX wB97M-V def2-TZVPD def2/J DEFGRID3
* xyz 0 1
C 0.535 0.292 1.399
C 0.290 0.127 0.201
C -0.302 -0.169 -0.992
O -1.286 0.504 -1.332
H 0.833 0.271 2.398
H -0.071 -1.026 -1.675
*
```

Total energy (eV): -5187.7300
SMILES: C#CC=O
ΔE to the lowest compared entry with this formula, charge and spin (kJ/mol): 44.5
HOMO (Ha): -0.3827

***

Entry 17:
A molecular structure, C3H2O2 at a distorted geometry, computed with ωB97M-V/def2-TZVPD.

Geometry as ORCA input:
```
! RIJCOSX wB97M-V def2-TZVPD def2/J DEFGRID3
* xyz 0 1
C 0.393 -0.671 -0.094
C 0.965 0.562 0.036
C -0.854 -0.001 0.129
O -2.742 -0.756 -0.100
O -0.338 1.191 0.406
H 0.839 -1.610 -0.256
H 1.737 1.285 -0.120
*
```

Total energy (eV): -7228.6066
ΔE to the lowest compared entry with this formula, charge and spin (kJ/mol): 800.4
HOMO (spin up / spin down) (Ha): -0.3510 / -0.3452

***

Entry 18:
2 unconnected molecules or ions with the total composition C3H2O2 at a distorted geometry, computed with ωB97M-V/def2-TZVPD.

Geometry as ORCA input:
```
! RIJCOSX wB97M-V def2-TZVPD def2/J DEFGRID3
* xyz 0 1
C 0.549 -1.126 -0.063
C 1.518 -0.204 -0.089
C -0.407 0.794 -0.135
O -0.663 -0.513 -0.155
O 0.892 1.030 -0.138
H 0.464 -2.151 0.066
H -2.352 2.170 0.513
*
```

Total energy (eV): -7229.7588
ΔE to the lowest compared entry with this formula, charge and spin (kJ/mol): 689.2
HOMO (spin up / spin down) (Ha): -0.3279 / -0.3773

***

Entry 19:
2 unconnected molecules or ions with the total composition C3H2O2 at a distorted geometry, computed with ωB97M-V/def2-TZVPD.

Geometry as ORCA input:
```
! RIJCOSX wB97M-V def2-TZVPD def2/J DEFGRID3
* xyz 0 1
C -0.085 0.591 -0.382
C 0.488 -0.299 0.453
C 1.162 0.928 0.223
O 3.021 3.254 0.169
O 2.136 1.647 0.456
H -0.904 0.823 -1.024
H 0.448 -1.234 0.959
*
```

Total energy (eV): -7230.0154
ΔE to the lowest compared entry with this formula, charge and spin (kJ/mol): 664.5
HOMO (spin up / spin down) (Ha): -0.3571 / -0.3680

***

Entry 20:
C3H2O2 in the gas phase at a distorted geometry, computed with ωB97M-V/def2-TZVPD.

Geometry as ORCA input:
```
! RIJCOSX wB97M-V def2-TZVPD def2/J DEFGRID3
* xyz 0 3
C -0.412 -0.285 -0.105
C -2.024 -0.256 0.273
C 1.151 0.200 0.340
O 2.070 -0.039 -0.359
O -1.560 0.616 -0.487
H -0.422 -0.900 -0.910
H 1.197 0.664 1.248
*
```

Total energy (eV): -7229.8869
⟨S²⟩: 2.013
ΔE to the lowest compared entry with this formula, charge and spin (kJ/mol): 356.3
HOMO (spin up / spin down) (Ha): -0.2564 / -0.4081